# 1
The molecule C5H9N at a distorted geometry. Source: OMol25; level of theory: ωB97M-V/def2-TZVPD.

Output
- HOMO energy (alpha / beta): -6.5306 / -6.5248 eV
- Energy relative to the best compared isomer or geometry (same formula, charge and spin): 3.055 eV
- LUMO energy (alpha / beta): 0.0355 / 0.0353 Eh
- DFT total energy: -250.5547 Ha

Geometry (Å):
C (1.22182, -0.48432, 0.76929)
C (0.93905, -1.02805, -0.64367)
C (0.53623, 0.81607, 0.57686)
N (-0.66030, 0.61011, 0.00023)
C (-1.76285, 1.17870, 0.48102)
C (-0.52087, -0.44410, -1.03112)
H (0.73751, -1.10301, 1.54869)
H (2.27416, -0.38109, 1.06329)
H (1.75797, -0.61494, -1.25747)
H (0.94205, -2.10744, -0.75830)
H (0.81297, 1.79983, 0.90141)
H (-1.70154, 1.50856, 1.51128)
H (-2.66991, 1.30554, -0.09294)
H (-0.46284, 0.00844, -2.02568)
H (-1.44345, -1.06431, -1.04289)



# 2
A structure of composition H17O8 at a distorted geometry. Source: OMol25; level of theory: ωB97M-V/def2-TZVPD.

Output
- HOMO energy: -14.6321 eV
- Energy relative to the best compared isomer or geometry (same formula, charge and spin): 1.236 eV
- LUMO energy: -0.1007 Eh
- DFT total energy: -611.8659 Ha
- Charge: +1

Geometry (Å):
O (0.79921, 2.75380, -0.69733)
H (-0.07661, 2.83323, -0.28529)
H (1.31629, 3.23916, -0.04987)
O (-2.22595, 1.99625, 1.96339)
H (-2.65559, 2.74253, 1.52448)
H (-2.64628, 2.07389, 2.82674)
O (1.26877, 0.34511, -1.49430)
H (0.71721, 1.12220, -1.78122)
H (1.58606, -0.04983, -2.36848)
O (-0.27183, -3.43932, 0.50440)
H (0.07364, -2.84706, 1.18430)
H (-1.03956, -3.89465, 0.85177)
O (0.27102, -0.39420, 3.45179)
H (1.03186, -0.11551, 3.95992)
H (-0.50073, 0.12920, 3.64934)
O (-0.68208, -1.12468, -1.36036)
H (0.18272, -0.22921, -1.43754)
H (-0.12939, -1.91743, -1.48577)
O (2.22759, -0.46105, -3.77558)
H (1.79994, -0.36400, -4.62327)
H (3.14508, -0.70780, -3.87231)
O (-1.05671, -0.35342, 0.97464)
H (-0.88926, -1.29925, -0.37642)
H (-0.39068, -0.22582, 1.66312)
H (-1.85471, 0.18787, 1.05384)



# 3
A cluster of 2 separate species, C8H19BrO2Si in total at a distorted geometry. Source: OMol25; level of theory: ωB97M-V/def2-TZVPD.

Output
- HOMO energy: -8.3771 eV
- LUMO energy: 0.0102 Eh
- DFT total energy: -3330.2276 Ha

Geometry (Å):
C (2.99447, -1.73040, 2.00956)
C (0.79408, -1.04465, -2.57425)
C (-1.87910, 0.72226, 1.69937)
C (-2.05876, 2.37859, -0.16379)
C (-2.31358, -0.06773, -0.63537)
C (1.46931, -1.69808, 1.86448)
C (1.28783, 0.38681, -2.63709)
C (-1.58305, 0.97037, 0.21965)
O (1.06294, -1.50296, 0.57109)
O (0.88566, 1.15260, -1.52637)
Si (0.29260, 0.87098, -0.08228)
Br (1.47449, 2.03711, 1.33413)
H (3.40592, -2.53049, 1.39348)
H (3.42154, -0.78207, 1.68487)
H (3.26503, -1.90580, 3.04978)
H (-0.28747, -1.08164, -2.68483)
H (1.24698, -1.62426, -3.37384)
H (1.06180, -1.48062, -1.61264)
H (-1.39058, 1.46323, 2.33111)
H (-2.95112, 0.78340, 1.88125)
H (-1.53642, -0.26453, 1.99988)
H (-3.13491, 2.45458, -0.00751)
H (-1.85451, 2.59703, -1.21215)
H (-1.57589, 3.14185, 0.44684)
H (-2.16891, 0.12818, -1.69730)
H (-1.95339, -1.07010, -0.41228)
H (-3.38353, -0.03057, -0.43288)
H (1.07101, -0.92528, 2.54590)
H (1.05155, -2.66404, 2.20756)
H (0.90316, 0.90385, -3.52448)
H (2.38284, 0.41240, -2.66190)



# 4
A cluster of 9 separate species, C42H107N5O14 in total at a distorted geometry. Source: OMol25; level of theory: ωB97M-V/def2-TZVPD.

Output
- HOMO energy: -8.2711 eV
- Energy relative to the best compared isomer or geometry (same formula, charge and spin): 4.374 eV
- LUMO energy: 0.0153 Eh
- DFT total energy: -2991.1852 Ha

Geometry (Å):
C (-16.10328, 6.09371, 3.47517)
O (-16.11585, 4.93437, 4.28428)
C (-15.14612, 4.98417, 5.30322)
C (-13.71671, 4.84285, 4.74932)
N (-13.43789, 3.46189, 4.37971)
C (-12.17476, 3.33335, 3.64465)
C (-12.24644, 3.68933, 2.15275)
O (-12.33591, 5.07952, 1.85792)
C (-11.29468, 5.93610, 2.31494)
H (-17.05300, 6.18258, 2.94648)
H (-15.34113, 6.02855, 2.69765)
H (-16.01710, 7.01565, 4.05358)
H (-15.27176, 4.25745, 6.10641)
H (-15.20951, 5.93976, 5.83891)
H (-13.01298, 5.36113, 5.40539)
H (-13.67718, 5.46376, 3.84266)
H (-14.18516, 3.20369, 3.74096)
H (-11.82379, 2.29670, 3.66212)
H (-11.43004, 3.90726, 4.20107)
H (-13.20128, 3.32479, 1.76910)
H (-11.37900, 3.29483, 1.61334)
H (-11.30605, 6.67692, 1.51623)
H (-10.26987, 5.57825, 2.43632)
H (-11.57791, 6.41052, 3.25725)
C (-8.92394, 13.60211, -8.17729)
O (-8.65890, 13.14129, -6.86045)
C (-9.66127, 13.60757, -5.94868)
C (-9.80519, 12.50821, -4.85425)
N (-10.63035, 11.42401, -5.35553)
C (-11.00722, 10.49274, -4.29537)
C (-9.88520, 9.78734, -3.56949)
O (-9.61692, 10.38223, -2.31788)
C (-8.47458, 9.86949, -1.64205)
H (-8.75333, 14.65941, -8.38398)
H (-9.97815, 13.41837, -8.41490)
H (-8.40476, 12.95957, -8.88703)
H (-10.62145, 13.71263, -6.45055)
H (-9.34978, 14.48406, -5.37411)
H (-10.23863, 12.98719, -3.98193)
H (-8.77677, 12.14126, -4.76140)
H (-10.37775, 10.97377, -6.21716)
H (-11.65308, 9.72164, -4.73322)
H (-11.74890, 10.95925, -3.64133)
H (-8.96875, 9.87190, -4.17790)
H (-9.98151, 8.69368, -3.53068)
H (-7.53555, 10.32582, -1.95416)
H (-8.46965, 8.78516, -1.78572)
H (-8.63317, 10.04591, -0.57903)
C (-0.48312, 10.10572, 10.22238)
O (-0.95116, 9.55775, 9.01408)
C (-2.19217, 10.12024, 8.63071)
C (-2.79076, 9.35764, 7.44174)
N (-4.11130, 9.82265, 7.12700)
C (-4.67692, 9.24258, 5.90684)
C (-5.26702, 7.81817, 6.11317)
O (-6.56823, 7.88547, 6.61663)
C (-7.56637, 7.40320, 5.73214)
H (-1.25570, 10.53923, 10.85993)
H (0.31333, 10.83427, 10.03197)
H (0.00172, 9.32965, 10.82261)
H (-2.04812, 11.19451, 8.49564)
H (-2.98077, 9.99701, 9.39036)
H (-2.64756, 8.27747, 7.57146)
H (-2.08475, 9.62448, 6.64386)
H (-4.79433, 9.60606, 7.84857)
H (-3.96636, 9.31183, 5.08079)
H (-5.49661, 9.92161, 5.65217)
H (-4.65657, 7.34851, 6.89676)
H (-5.17057, 7.13605, 5.26060)
H (-8.59157, 7.45037, 6.08011)
H (-7.33034, 6.34285, 5.55885)
H (-7.43556, 7.85880, 4.74423)
C (-7.35155, 11.89478, 4.13454)
O (-6.01158, 12.41061, 4.05415)
C (-5.63602, 12.63615, 2.72227)
C (-4.30377, 13.39011, 2.62534)
N (-3.18049, 12.79325, 3.36063)
C (-3.14445, 13.00069, 4.78548)
C (-1.95527, 12.26897, 5.36248)
O (-0.73146, 12.88151, 4.94811)
C (0.39479, 12.34345, 5.59438)
H (-7.30610, 10.84289, 3.83640)
H (-7.97828, 12.49461, 3.47809)
H (-7.54211, 11.94808, 5.20422)
H (-6.36581, 13.16882, 2.10432)
H (-5.45078, 11.69287, 2.18940)
H (-4.46353, 14.40200, 3.03156)
H (-4.04049, 13.55993, 1.58132)
H (-2.35682, 13.16398, 2.89859)
H (-4.02215, 12.52172, 5.22860)
H (-3.25706, 14.01110, 5.20359)
H (-1.88857, 11.24334, 4.98644)
H (-2.07665, 12.27837, 6.44956)
H (0.46481, 12.43386, 6.68249)
H (1.21518, 12.95289, 5.20709)
H (0.63686, 11.30795, 5.33435)
C (-4.72016, 11.19024, -1.18525)
O (-5.14303, 11.13038, -2.53606)
C (-5.65039, 12.38888, -2.93478)
C (-5.75906, 12.43162, -4.45741)
N (-6.39235, 13.62312, -4.97614)
C (-5.60667, 14.70336, -5.56052)
C (-4.83929, 15.54318, -4.56365)
O (-5.53874, 16.65070, -4.03734)
C (-5.87944, 17.70202, -4.91065)
H (-5.45676, 11.59565, -0.48109)
H (-3.74953, 11.63457, -0.96250)
H (-4.71071, 10.13608, -0.89447)
H (-5.05283, 13.23304, -2.56823)
H (-6.64913, 12.54719, -2.50126)
H (-6.44731, 11.63582, -4.75104)
H (-4.73362, 12.31585, -4.83396)
H (-7.18594, 13.38461, -5.54762)
H (-6.25668, 15.29696, -6.20847)
H (-4.98370, 14.22339, -6.33323)
H (-3.82196, 15.85270, -4.83967)
H (-4.60679, 14.94418, -3.67831)
H (-6.84628, 18.08513, -4.57271)
H (-5.98751, 17.49036, -5.97472)
H (-5.20809, 18.54973, -4.74496)
C (-5.23244, 1.41639, -1.47709)
C (-5.90885, 2.54193, -0.66278)
C (-5.78562, 3.92877, -1.25504)
O (-7.26856, 2.13994, -0.43466)
H (-4.65735, 1.89662, -2.28003)
H (-5.89175, 0.77516, -2.05951)
H (-4.47312, 0.89050, -0.90450)
H (-5.47252, 2.37668, 0.32763)
H (-6.54885, 4.07515, -2.01468)
H (-4.76731, 4.07070, -1.61920)
H (-5.85581, 4.66227, -0.44883)
H (-7.80155, 2.73431, 0.09645)
C (-9.46419, 10.61206, 1.48381)
C (-10.77314, 10.79084, 0.73420)
C (-11.27376, 9.57504, -0.10117)
O (-11.83601, 11.25091, 1.59061)
H (-9.37954, 11.29250, 2.32622)
H (-8.56320, 10.64207, 0.87375)
H (-9.49105, 9.61488, 1.93607)
H (-10.68720, 11.54669, -0.05424)
H (-10.64355, 9.58884, -1.00095)
H (-12.29913, 9.66231, -0.44865)
H (-11.06690, 8.58749, 0.31711)
H (-12.33003, 11.87698, 1.05904)
C (-1.61920, 8.62378, 2.42666)
C (-1.91061, 9.99901, 1.82409)
C (-1.52151, 10.04490, 0.32564)
O (-3.32297, 10.28759, 1.84896)
H (-0.61284, 8.25013, 2.26028)
H (-2.32365, 8.00302, 1.86415)
H (-1.88815, 8.60849, 3.48302)
H (-1.39473, 10.75331, 2.42301)
H (-0.49360, 9.70606, 0.16798)
H (-1.54267, 11.09473, 0.02142)
H (-2.13400, 9.52784, -0.41149)
H (-3.32326, 11.08758, 2.41023)
C (-7.79836, 7.62851, 1.80024)
C (-6.33962, 7.90871, 2.14118)
C (-5.39468, 6.74292, 1.80805)
O (-5.90434, 9.02776, 1.39293)
H (-7.95220, 7.81945, 0.73960)
H (-8.43683, 8.30384, 2.38007)
H (-8.18156, 6.67170, 2.15636)
H (-6.23015, 8.13195, 3.21201)
H (-5.77846, 5.82468, 2.26682)
H (-4.39595, 6.96633, 2.18027)
H (-5.34047, 6.52655, 0.74073)
H (-4.97375, 9.22660, 1.57907)